A structure of composition C25H37Br3O18 at a distorted geometry, computed with ωB97M-V/def2-TZVPD.

ORCA input file:
```
! RIJCOSX wB97M-V def2-TZVPD def2/J DEFGRID3
* xyz 0 1
C 1.248 -6.363 -1.994
C 1.040 -4.865 -1.632
C -0.223 -4.565 -0.803
O 0.230 -3.453 -0.034
C 1.531 -3.515 0.079
O 2.196 -2.850 0.841
O 2.048 -4.411 -0.758
H 2.257 -6.444 -2.399
H 0.440 -6.517 -2.709
H 1.129 -7.000 -1.118
H 1.106 -4.220 -2.508
H -0.602 -5.353 -0.151
H -1.085 -4.248 -1.390
C 0.656 -2.050 -2.290
C -0.588 -1.430 -2.836
C -1.874 -1.875 -2.276
O -2.626 -0.707 -2.307
C -1.773 0.366 -2.365
O -2.110 1.491 -2.119
O -0.537 -0.072 -2.598
H 0.563 -2.104 -1.205
H 1.465 -1.353 -2.509
H 0.914 -2.989 -2.778
H -0.526 -1.549 -3.918
H -1.685 -2.316 -1.297
H -2.268 -2.629 -2.958
C 4.666 1.216 -3.226
C 3.483 0.818 -2.248
C 3.187 -0.712 -1.987
O 3.080 -0.807 -0.555
C 3.356 0.386 -0.003
O 3.268 0.621 1.152
O 3.699 1.281 -0.951
H 5.470 0.521 -2.982
H 5.013 2.249 -3.200
H 4.474 1.152 -4.297
H 2.530 1.294 -2.479
H 3.956 -1.340 -2.437
H 2.292 -0.992 -2.544
C -3.469 3.117 4.054
C -3.992 2.199 2.953
C -3.837 0.719 3.315
O -5.135 0.200 3.319
C -6.021 1.109 3.061
O -7.184 0.981 2.893
O -5.369 2.277 2.866
H -2.398 2.926 4.114
H -3.957 2.841 4.988
H -3.779 4.116 3.747
H -3.496 2.323 1.990
H -3.318 0.712 4.273
H -3.147 0.207 2.645
C 1.588 2.210 1.019
C 1.215 3.084 2.316
C 0.237 4.250 1.935
O -0.803 3.952 2.816
C -0.621 2.806 3.514
O -1.426 2.373 4.344
O 0.503 2.216 3.141
H 0.685 1.898 0.494
H 2.153 1.293 1.185
H 2.233 2.673 0.273
H 2.043 3.402 2.950
H -0.126 4.265 0.908
H 0.641 5.241 2.147
C 1.427 -0.684 0.976
C 0.185 -0.139 0.293
C -1.055 -1.031 0.177
O -2.153 -0.123 0.434
C -1.662 0.889 1.153
O -2.352 1.844 1.588
O -0.315 0.930 1.060
H 2.158 0.123 0.925
H 1.847 -1.584 0.528
H 1.145 -0.931 2.000
H 0.450 0.241 -0.693
H -0.888 -1.861 0.863
H -1.112 -1.539 -0.786
C 0.023 3.204 -1.506
Br 0.514 1.302 -1.546
Br -1.563 3.577 -0.419
Br -0.096 3.885 -3.384
H 0.825 3.839 -1.129
*
```

Values from the calculation:
**Energy relative to the best compared isomer or geometry (same formula, charge and spin)**: 2381.9 kJ/mol
**Max |F|**: 17.78 eV/A
**Orbital gap**: 6.7 eV
**LUMO**: -0.644 eV

Charges obtained by Löwdin population analysis, quoted in units of e: atom 1 (C): 0.0135, atom 2 (C): -0.3145, atom 3 (C): -0.0262, atom 4 (O): 0.0123, atom 5 (C): -0.5563, atom 6 (O): 0.1538, atom 7 (O): 0.1300, atom 8 (H): 0.0905, atom 9 (H): 0.0907, atom 10 (H): 0.0901, atom 11 (H): 0.1019, atom 12 (H): 0.1526, atom 13 (H): 0.1309, atom 14 (C): 0.0267, atom 15 (C): -0.3048, atom 16 (C): -0.1563, atom 17 (O): 0.1369, atom 18 (C): -0.5483, atom 19 (O): 0.0349, atom 20 (O): -0.2133, atom 21 (H): 0.0909, atom 22 (H): 0.0260, atom 23 (H): 0.0955, atom 24 (H): 0.1760, atom 25 (H): 0.0924, atom 26 (H): 0.1606, atom 27 (C): 0.0111, atom 28 (C): -0.3002, atom 29 (C): -0.0340, atom 30 (O): 0.0596, atom 31 (C): -0.5214, atom 32 (O): 0.1569, atom 33 (O): 0.0990, atom 34 (H): 0.0777, atom 35 (H): 0.0820, atom 36 (H): 0.0773, atom 37 (H): 0.0497, atom 38 (H): 0.1488, atom 39 (H): 0.0423, atom 40 (C): -0.0249, atom 41 (C): -0.3408, atom 42 (C): -0.0821, atom 43 (O): 0.1139, atom 44 (C): -0.6111, atom 45 (O): 0.1469, atom 46 (O): 0.0882, atom 47 (H): -0.1406, atom 48 (H): 0.0937, atom 49 (H): 0.0860, atom 50 (H): 0.0465, atom 51 (H): 0.1293, atom 52 (H): 0.1115, atom 53 (C): -0.0428, atom 54 (C): -0.1770, atom 55 (C): -0.1328, atom 56 (O): 0.0724, atom 57 (C): -0.4348, atom 58 (O): 0.1544, atom 59 (O): 0.1141, atom 60 (H): -0.0192, atom 61 (H): -0.0204, atom 62 (H): 0.0941, atom 63 (H): 0.1539, atom 64 (H): -0.0331, atom 65 (H): 0.1350, atom 66 (C): -0.0114, atom 67 (C): -0.3742, atom 68 (C): -0.0503, atom 69 (O): 0.1338, atom 70 (C): -0.4408, atom 71 (O): -0.0426, atom 72 (O): -0.0271, atom 73 (H): -0.0609, atom 74 (H): 0.0022, atom 75 (H): 0.1449, atom 76 (H): -0.2002, atom 77 (H): 0.1505, atom 78 (H): 0.0301, atom 79 (C): -1.1982, atom 80 (Br): 1.2973, atom 81 (Br): 0.9845, atom 82 (Br): 0.5623, atom 83 (H): -0.0154

=====

A cluster of 5 separate species, C8H24IO4 in total at a distorted geometry, computed with ωB97M-V/def2-TZVPD.

ORCA input file:
```
! RIJCOSX wB97M-V def2-TZVPD def2/J DEFGRID3
* xyz 0 2
I 0.855 0.198 1.429
C -1.221 3.959 -1.354
C -1.791 2.521 -1.233
O -1.738 2.055 0.082
H -2.057 4.601 -1.076
H -0.942 4.230 -2.372
H -0.442 4.048 -0.597
H -1.217 1.826 -1.847
H -2.826 2.508 -1.574
H -0.962 1.531 0.296
C -1.757 0.465 5.213
C -2.381 -0.102 3.960
O -2.112 0.761 2.875
H -2.100 1.416 5.620
H -0.680 0.593 5.108
H -1.956 -0.219 6.038
H -3.461 -0.226 4.040
H -1.961 -1.083 3.735
H -1.208 0.613 2.585
C 4.318 -0.920 -1.626
C 3.513 0.372 -1.643
O 2.194 0.200 -1.986
H 5.382 -0.702 -1.527
H 4.347 -1.621 -2.461
H 4.252 -1.580 -0.761
H 4.050 1.109 -2.240
H 3.540 0.726 -0.613
H 1.720 -0.035 -1.185
C -0.865 -3.582 -2.588
C 0.132 -2.768 -1.705
O -0.497 -2.544 -0.452
H -0.534 -3.792 -3.605
H -1.777 -2.988 -2.647
H -1.103 -4.525 -2.095
H 0.411 -1.872 -2.260
H 1.017 -3.386 -1.555
H -0.139 -1.788 0.019
*
```

Values from the calculation:
**Energy relative to the best compared isomer or geometry (same formula, charge and spin)**: 37.2 kJ/mol
**Max |F|**: 2.21 eV/A
**Orbital gap (alpha / beta)**: 10.2 / 5.3 eV
**LUMO (alpha / beta)**: 0.222 / -4.665 eV

Charges obtained by natural (NBO) population analysis, quoted in units of e: atom 1 (I): 0.0507, atom 2 (C): -0.6368, atom 3 (C): -0.0531, atom 4 (O): -0.7244, atom 5 (H): 0.2062, atom 6 (H): 0.2102, atom 7 (H): 0.2083, atom 8 (H): 0.1526, atom 9 (H): 0.1716, atom 10 (H): 0.4547, atom 11 (C): -0.6345, atom 12 (C): -0.0641, atom 13 (O): -0.7237, atom 14 (H): 0.2161, atom 15 (H): 0.1966, atom 16 (H): 0.2038, atom 17 (H): 0.1820, atom 18 (H): 0.1529, atom 19 (H): 0.4433, atom 20 (C): -0.6584, atom 21 (C): -0.0595, atom 22 (O): -0.7147, atom 23 (H): 0.2108, atom 24 (H): 0.2183, atom 25 (H): 0.2035, atom 26 (H): 0.1791, atom 27 (H): 0.1491, atom 28 (H): 0.4625, atom 29 (C): -0.6231, atom 30 (C): -0.0681, atom 31 (O): -0.7249, atom 32 (H): 0.2119, atom 33 (H): 0.2108, atom 34 (H): 0.2087, atom 35 (H): 0.1740, atom 36 (H): 0.1546, atom 37 (H): 0.4530

=====

A structure of composition C6H6O2Sn at a distorted geometry, computed with ωB97M-V/def2-TZVPD.

ORCA input file:
```
! RIJCOSX wB97M-V def2-TZVPD def2/J DEFGRID3
* xyz 2 1
Sn -1.494 -3.078 -3.291
C 0.558 -1.102 -0.218
C 1.470 -0.361 0.499
C 1.096 0.942 0.863
C -0.229 1.402 0.776
C -1.149 0.637 0.113
C -0.732 -0.611 -0.388
O -1.652 -1.389 -1.068
O 2.101 1.725 1.254
H 0.751 -2.097 -0.602
H 2.477 -0.746 0.565
H -0.443 2.372 1.206
H -2.219 0.809 0.165
H -2.562 -1.148 -0.841
H 2.027 2.645 0.967
*
```

Values from the calculation:
**Energy relative to the best compared isomer or geometry (same formula, charge and spin)**: 20.3 kJ/mol
**Max |F|**: 1.57 eV/A
**Orbital gap**: 3.2 eV
**LUMO**: -11.789 eV

Charges obtained by natural (NBO) population analysis, quoted in units of e: atom 1 (Sn): 1.4872, atom 2 (C): -0.2286, atom 3 (C): -0.1990, atom 4 (C): 0.3957, atom 5 (C): -0.2262, atom 6 (C): -0.2168, atom 7 (C): 0.2845, atom 8 (O): -0.7462, atom 9 (O): -0.6000, atom 10 (H): 0.2177, atom 11 (H): 0.2718, atom 12 (H): 0.2657, atom 13 (H): 0.2419, atom 14 (H): 0.5337, atom 15 (H): 0.5185

=====

An isolated molecule of C28H26O5 at a distorted geometry, computed with ωB97M-V/def2-TZVPD.

ORCA input file:
```
! RIJCOSX wB97M-V def2-TZVPD def2/J DEFGRID3
* xyz 0 1
C 3.372 -2.636 3.855
C 1.915 -2.520 4.222
O 1.394 -1.494 3.315
C 0.458 -0.616 3.691
O 0.039 -0.495 4.836
C -0.091 0.239 2.548
C 0.506 1.615 2.811
O 0.002 2.691 2.528
O 1.718 1.546 3.369
C 2.277 2.869 3.624
C 3.678 2.558 4.019
C -1.616 0.168 2.762
C -2.363 1.283 3.115
C -3.668 1.144 3.597
C -4.269 -0.119 3.618
C -3.546 -1.229 3.147
C -2.234 -1.092 2.692
C 0.384 -0.114 1.177
C 1.870 -0.160 1.157
C 2.629 0.808 0.602
C 4.081 0.771 0.489
C 4.911 -0.220 1.099
C 6.262 -0.299 0.762
C 6.806 0.595 -0.170
C 6.018 1.626 -0.704
C 4.688 1.734 -0.335
O 2.057 1.893 -0.004
C 0.735 1.795 -0.406
C 0.339 2.760 -1.333
C -1.025 2.924 -1.585
C -1.952 2.134 -0.895
C -1.531 1.094 -0.078
C -0.152 0.907 0.188
H 3.891 -3.382 4.465
H 3.474 -2.897 2.790
H 3.886 -1.675 4.009
H 1.383 -3.449 3.995
H 1.752 -2.214 5.257
H 2.223 3.505 2.733
H 1.691 3.322 4.435
H 4.225 3.440 4.342
H 3.659 1.830 4.828
H 4.197 2.111 3.171
H -1.928 2.278 3.031
H -4.200 2.025 3.957
H -5.291 -0.241 3.970
H -3.991 -2.223 3.134
H -1.680 -1.944 2.278
H 0.028 -1.116 0.886
H 2.355 -1.039 1.580
H 4.476 -0.887 1.851
H 6.888 -1.067 1.231
H 7.846 0.510 -0.465
H 6.423 2.357 -1.404
H 4.069 2.564 -0.681
H 1.100 3.405 -1.771
H -1.357 3.698 -2.280
H -3.023 2.350 -0.977
H -2.255 0.417 0.377
*
```

Values from the calculation:
**Max |F|**: 2.28 eV/A
**Orbital gap**: 8.6 eV
**LUMO**: 0.573 eV

Charges obtained by natural (NBO) population analysis, quoted in units of e: atom 1 (C): -0.6300, atom 2 (C): -0.0694, atom 3 (O): -0.5426, atom 4 (C): 0.8466, atom 5 (O): -0.5931, atom 6 (C): -0.2673, atom 7 (C): 0.8502, atom 8 (O): -0.6037, atom 9 (O): -0.5224, atom 10 (C): -0.0721, atom 11 (C): -0.6274, atom 12 (C): -0.0056, atom 13 (C): -0.1569, atom 14 (C): -0.2147, atom 15 (C): -0.2156, atom 16 (C): -0.2068, atom 17 (C): -0.2240, atom 18 (C): -0.2677, atom 19 (C): -0.2673, atom 20 (C): 0.3675, atom 21 (C): -0.0998, atom 22 (C): -0.2240, atom 23 (C): -0.1497, atom 24 (C): -0.2345, atom 25 (C): -0.2080, atom 26 (C): -0.2011, atom 27 (O): -0.5270, atom 28 (C): 0.3723, atom 29 (C): -0.2664, atom 30 (C): -0.1911, atom 31 (C): -0.2300, atom 32 (C): -0.1725, atom 33 (C): -0.0996, atom 34 (H): 0.2235, atom 35 (H): 0.2110, atom 36 (H): 0.2177, atom 37 (H): 0.1891, atom 38 (H): 0.2145, atom 39 (H): 0.2060, atom 40 (H): 0.1929, atom 41 (H): 0.2160, atom 42 (H): 0.2130, atom 43 (H): 0.2187, atom 44 (H): 0.2464, atom 45 (H): 0.2156, atom 46 (H): 0.2156, atom 47 (H): 0.2139, atom 48 (H): 0.2105, atom 49 (H): 0.2373, atom 50 (H): 0.2407, atom 51 (H): 0.2148, atom 52 (H): 0.2056, atom 53 (H): 0.2136, atom 54 (H): 0.2167, atom 55 (H): 0.2321, atom 56 (H): 0.2254, atom 57 (H): 0.2171, atom 58 (H): 0.2172, atom 59 (H): 0.2286

=====

A structure of composition C4H12N2 at a distorted geometry, computed with ωB97M-V/def2-TZVPD.

ORCA input file:
```
! RIJCOSX wB97M-V def2-TZVPD def2/J DEFGRID3
* xyz 0 1
C 0.371 0.133 1.085
C -1.129 -0.193 1.017
C -1.900 0.323 -0.219
N -0.891 0.639 -1.576
C 1.228 -0.813 0.223
N 2.371 -0.206 -0.452
H 0.446 1.145 0.684
H 0.688 0.110 2.121
H -1.288 -1.264 1.165
H -1.599 0.277 1.881
H -2.832 -0.209 -0.302
H -2.194 1.344 -0.013
H -1.248 -0.268 -1.323
H -1.621 1.155 -2.044
H 0.597 -1.178 -0.585
H 1.551 -1.669 0.803
H 2.949 0.320 0.203
H 2.003 0.440 -1.136
*
```

Values from the calculation:
**Energy relative to the best compared isomer or geometry (same formula, charge and spin)**: 304.2 kJ/mol
**Max |F|**: 4.37 eV/A
**Orbital gap**: 9.9 eV
**LUMO**: 0.968 eV

Charges obtained by natural (NBO) population analysis, quoted in units of e: atom 1 (C): -0.4208, atom 2 (C): -0.4121, atom 3 (C): -0.3033, atom 4 (N): -0.8356, atom 5 (C): -0.2126, atom 6 (N): -0.8282, atom 7 (H): 0.2127, atom 8 (H): 0.2014, atom 9 (H): 0.1948, atom 10 (H): 0.2167, atom 11 (H): 0.2018, atom 12 (H): 0.2076, atom 13 (H): 0.3645, atom 14 (H): 0.3412, atom 15 (H): 0.1823, atom 16 (H): 0.1825, atom 17 (H): 0.3446, atom 18 (H): 0.3626

=====

A structure of composition C14H26RuSb at a distorted geometry, computed with ωB97M-V/def2-TZVPD.

ORCA input file:
```
! RIJCOSX wB97M-V def2-TZVPD def2/J DEFGRID3
* xyz 3 1
Ru -0.269 -0.341 0.478
C 1.494 -0.160 1.698
C 0.530 0.774 2.162
C 0.222 1.676 1.098
C 1.017 1.296 -0.027
C 1.790 0.156 0.327
H 1.924 -0.962 2.280
H 0.107 0.817 3.154
H -0.420 2.540 1.166
H 1.041 1.811 -0.977
H 2.499 -0.347 -0.314
C -6.087 2.339 0.977
C -6.050 0.915 1.191
C -5.978 0.297 2.490
Sb -2.794 0.181 -0.073
C -2.608 0.626 -2.246
C -2.167 2.072 -2.371
C -3.988 0.284 -2.793
C -2.090 -2.023 0.215
C -3.272 -2.569 -0.606
C -0.755 -2.477 -0.301
H -7.175 2.539 1.131
H -5.900 2.650 -0.049
H -5.555 2.932 1.718
H -6.360 0.283 0.357
H -5.432 0.865 3.241
H -5.731 -0.762 2.478
H -7.053 0.330 2.792
H -1.831 -0.092 -2.511
H -2.949 2.771 -2.071
H -1.961 2.274 -3.427
H -1.247 2.290 -1.828
H -4.738 1.016 -2.490
H -4.328 -0.724 -2.561
H -3.937 0.331 -3.887
H -2.186 -2.226 1.281
H -3.172 -2.367 -1.673
H -4.251 -2.230 -0.262
H -3.239 -3.653 -0.467
H -0.578 -2.172 -1.339
H -0.572 -3.557 -0.274
H 0.120 -2.206 0.376
*
```

Values from the calculation:
**Max |F|**: 2.00 eV/A
**Orbital gap**: 6.7 eV
**LUMO**: -12.240 eV

Charges obtained by Löwdin population analysis, quoted in units of e: atom 1 (Ru): 0.8745, atom 2 (C): -0.0912, atom 3 (C): -0.1028, atom 4 (C): -0.1514, atom 5 (C): -0.1216, atom 6 (C): -0.1055, atom 7 (H): 0.1486, atom 8 (H): 0.1421, atom 9 (H): 0.1275, atom 10 (H): 0.1370, atom 11 (H): 0.1480, atom 12 (C): -0.0239, atom 13 (C): -0.0624, atom 14 (C): -0.0270, atom 15 (Sb): 1.4706, atom 16 (C): -0.5674, atom 17 (C): -0.1238, atom 18 (C): -0.1362, atom 19 (C): -0.5173, atom 20 (C): -0.1230, atom 21 (C): -0.1571, atom 22 (H): 0.1768, atom 23 (H): 0.1084, atom 24 (H): 0.1203, atom 25 (H): 0.1385, atom 26 (H): 0.1198, atom 27 (H): 0.1092, atom 28 (H): 0.1758, atom 29 (H): 0.0786, atom 30 (H): 0.0892, atom 31 (H): 0.1137, atom 32 (H): 0.0549, atom 33 (H): 0.0817, atom 34 (H): 0.0598, atom 35 (H): 0.1152, atom 36 (H): 0.0977, atom 37 (H): 0.0861, atom 38 (H): 0.0696, atom 39 (H): 0.1282, atom 40 (H): 0.1125, atom 41 (H): 0.1458, atom 42 (H): 0.0806